Record 1
An isolated molecule of C7H10BrNS at a distorted geometry. Source: the Open Molecules 2025 dataset; level of theory: wB97M-V/def2-TZVPD.

- max |F| (eV/A) = 4.04
- calculated total energy (a.u.) = -3299.582045
- multiplicity = 1
- charge = 0
- SMILES = C#C[C@H](C)C[C@@H](Br)C(N)=S

XYZ file:
```
20
Properties=species:S:1:pos:R:3:forces:R:3
C 2.5928 -1.5415 -0.1569 0.53 -0.56 -0.13
C 1.6331 -0.8356 -0.2076 -0.20 -1.12 0.48
C -1.8529 -0.2152 0.6789 -2.07 -1.19 3.26
C -2.1492 -1.3465 -0.2610 0.67 -0.52 -1.65
C 1.1767 1.4163 -0.0317 -0.31 1.68 -0.29
C -0.3735 -0.0776 1.0689 -0.77 1.16 0.63
C 0.5114 0.0556 -0.1237 0.80 1.08 -1.93
N -2.0606 -1.0194 -1.5844 0.26 -0.16 -1.80
S -2.2798 -2.9359 0.1665 0.24 0.79 0.45
Br -2.4890 1.5336 0.0520 -0.17 -0.24 -0.03
H 3.4085 -2.2209 -0.1413 0.09 0.05 -0.02
H 0.3068 2.1134 -0.0124 1.00 0.17 -0.46
H 1.8460 1.5147 -0.9042 -0.35 0.59 0.42
H 1.7533 1.6391 0.9087 -0.48 -0.79 -0.83
H -0.3338 0.9427 1.6500 0.12 -2.37 -0.53
H 0.0421 -0.9464 1.5710 -0.76 0.05 0.90
H -2.4917 -0.4874 1.6416 1.39 0.98 -1.87
H -0.0428 -0.0343 -1.1160 0.55 0.42 1.34
H -2.4528 -0.1371 -1.9883 0.93 -1.14 0.84
H -1.6369 -1.7277 -2.2486 -1.46 1.13 1.24
```
Forces are in eV/Å.

Results of the natural (NBO) charge analysis, in e, for atoms 1 through 4:
1. C -0.237
2. C -0.009
3. C -0.309
4. C 0.071



Record 2
A cluster of 2 separate species, C7H10ClN2O in total at a distorted geometry. Source: the Open Molecules 2025 dataset; level of theory: wB97M-V/def2-TZVPD.

- max |F| (eV/A) = 7.19
- calculated total energy (a.u.) = -917.194904
- multiplicity = 3
- charge = +1
- expectation value of S² = 2.03

XYZ file:
```
21
Properties=species:S:1:pos:R:3:forces:R:3
C 2.8730 -0.9478 -1.3450 4.17 0.01 -0.18
C 1.7664 -0.8519 -2.1403 -5.24 0.94 -1.90
C 2.7690 -0.3700 -0.1078 0.55 1.51 2.08
C 0.5881 -0.2568 -1.7419 -0.25 -1.28 -3.68
C 1.6211 0.3378 0.2882 3.83 -2.00 1.47
C 0.4734 0.2683 -0.4821 -3.69 1.57 -0.19
C -1.1692 0.9974 1.0764 -1.10 1.04 6.57
N -0.7256 0.8195 -0.0850 2.25 -1.42 -6.68
N -2.3997 1.4530 1.2852 -0.17 1.19 -6.54
O -2.2851 -1.1571 1.8333 -1.71 -1.02 1.43
Cl -3.6192 -1.6768 0.8616 0.78 0.31 0.46
H 3.8709 -1.1251 -1.9002 -1.61 -0.06 1.55
H 1.7447 -1.2192 -3.1262 0.25 -0.62 -1.03
H 3.6933 -0.3160 0.4883 -0.75 0.05 -0.01
H -0.3260 -0.2383 -2.4205 1.46 -0.12 0.78
H 1.5705 0.8168 1.2146 0.29 0.74 1.28
H -0.6612 0.7388 1.9998 0.63 -0.13 -0.63
H -1.3670 1.0389 -0.9067 0.90 -0.61 1.39
H -2.8310 1.3973 2.1348 -1.50 -0.14 2.12
H -2.6821 -1.1927 2.7641 0.80 -0.14 -1.64
H -2.9044 1.4839 0.3096 0.11 0.18 3.36
```
Forces are in eV/Å.

Results of the natural (NBO) charge analysis, in e, for atoms 1 through 4:
1. C -0.109
2. C -0.136
3. C -0.192
4. C -0.251



Record 3
A structure of composition C7H10FIrN at a distorted geometry. Source: the Open Molecules 2025 dataset; level of theory: wB97M-V/def2-TZVPD.

- max |F| (eV/A) = 2.72
- calculated total energy (a.u.) = -531.421660
- multiplicity = 5
- charge = -1
- expectation value of S² = 6.04

XYZ file:
```
20
Properties=species:S:1:pos:R:3:forces:R:3
C -1.0997 -1.8807 -0.0277 0.97 -0.96 0.58
C -1.1620 -1.4007 1.3330 0.09 -0.36 0.05
C 0.1526 -1.0525 1.7454 0.50 -0.77 0.93
C 1.0767 -1.5160 0.7926 -0.19 -0.67 0.44
C 0.3380 -2.1352 -0.3179 -0.73 -0.35 1.17
Ir -0.4447 0.0728 -0.8945 -2.56 0.45 -0.79
N 0.7109 -1.0082 -1.9201 0.89 0.08 -2.08
C -1.9540 1.4386 -0.8262 -0.75 0.78 0.38
C -1.6478 1.2021 0.5630 0.00 0.20 -0.79
H 0.3949 -0.4946 2.6703 -0.14 -0.48 -0.76
H -2.0718 -1.2811 1.9519 0.71 0.03 -0.67
H 2.1772 -1.4597 0.8518 -0.86 0.11 -0.12
H 0.6890 -2.8836 -1.0223 -0.05 -0.09 0.65
H -1.9184 -2.2752 -0.6392 0.35 -0.08 0.52
H -2.4108 0.7389 1.1703 0.03 -0.39 -0.10
H -1.6770 2.3753 -1.3165 -0.18 -0.27 -0.06
H 0.8727 -1.2297 -2.9126 -0.04 -0.09 0.27
H -0.9629 1.7887 1.1648 0.02 0.38 -0.38
H -2.8493 0.9153 -1.1924 0.06 0.70 0.00
F 0.9565 1.3650 -0.5461 1.89 1.77 0.77
```
Forces are in eV/Å.

Results of the natural (NBO) charge analysis, in e, for atoms 1 through 4:
1. C -0.479
2. C -0.169
3. C -0.365
4. C -0.218



Record 4
An isolated molecule of C7H10FNO2. Source: the Open Molecules 2025 dataset; level of theory: wB97M-V/def2-TZVPD.

- max |F| (eV/A) = 0.66
- calculated total energy (a.u.) = -577.839968
- multiplicity = 1
- charge = 0
- SMILES = [H]/N=C(\C)C[C@H]1C(=O)OC[C@@H]1F

XYZ file:
```
21
Properties=species:S:1:pos:R:3:forces:R:3
C 2.5829 -0.0949 0.6205 -0.19 0.07 0.01
C 1.6833 -0.4965 -0.5296 -0.07 -0.27 -0.16
N 1.6875 -1.6431 -1.0831 0.05 0.38 0.13
C 0.6523 0.5089 -0.9937 -0.02 -0.02 -0.01
C -0.4943 0.5712 0.0133 0.27 -0.22 0.56
C -1.5307 1.6335 -0.2617 -0.02 0.17 -0.23
O -1.3472 2.7360 -0.6767 0.12 0.14 -0.03
O -2.7615 1.1813 0.0494 -0.10 -0.19 0.08
C -2.7351 -0.2024 0.4249 0.00 -0.09 0.04
C -1.2938 -0.6994 0.2445 -0.12 -0.14 0.01
F -0.8843 -1.3382 1.4238 -0.01 0.09 -0.23
H 2.5843 0.9878 0.7748 0.05 -0.12 -0.04
H 3.6049 -0.4295 0.4357 -0.07 -0.01 0.08
H 2.2149 -0.5607 1.5419 0.11 0.03 -0.10
H 2.4025 -2.2448 -0.6701 -0.02 0.03 0.00
H 1.0827 1.5135 -1.0586 -0.02 -0.13 -0.10
H 0.2883 0.2046 -1.9784 0.01 0.06 0.11
H -0.0769 0.8345 1.0002 -0.09 0.01 -0.16
H -3.0088 -0.3059 1.4776 -0.04 0.08 -0.10
H -3.4656 -0.7197 -0.1977 0.11 -0.03 0.07
H -1.1857 -1.4363 -0.5571 0.04 0.15 0.09
```
Forces are in eV/Å.

Results of the natural (NBO) charge analysis, in e, for atoms 1 through 4:
1. C -0.706
2. C 0.328
3. N -0.626
4. C -0.451



Record 5
An isolated molecule of C7H10IN3 at a distorted geometry. Source: the Open Molecules 2025 dataset; level of theory: wB97M-V/def2-TZVPD.

- max |F| (eV/A) = 3.29
- calculated total energy (a.u.) = -734.493493
- multiplicity = 1
- charge = 0

XYZ file:
```
21
Properties=species:S:1:pos:R:3:forces:R:3
C 0.8708 1.4659 1.5729 1.04 0.65 -0.49
C -0.2485 2.0641 -0.1604 -1.47 0.66 -1.72
C 0.0348 0.7560 -0.2743 0.20 -1.88 -0.21
C 0.2400 -2.1575 0.4699 2.66 0.25 -0.01
C 1.2515 -1.0761 0.9042 -2.78 1.31 -0.04
C 0.0726 -2.2014 -1.0670 -2.40 -0.18 2.25
C -1.2476 2.8644 -0.9879 1.88 0.89 1.04
N 0.3580 2.5138 0.9403 0.15 -0.27 1.95
N 0.7538 0.3116 0.8147 -0.74 0.76 -0.99
N -0.8720 -1.2483 -1.5798 -0.11 1.25 -0.08
I -2.7612 -1.3625 -0.8618 -0.07 -0.13 0.06
H 1.4656 1.6837 2.4615 -0.09 -0.97 -0.20
H 0.8002 -3.0708 0.7290 -0.39 -0.02 0.02
H -0.6925 -2.1828 0.9985 -0.50 0.23 0.14
H 1.5667 -1.0979 1.8853 0.54 -0.93 2.35
H 2.0884 -1.2348 0.3164 1.81 0.18 -1.38
H 0.9156 -1.9711 -1.6461 1.71 -0.29 -0.44
H -0.3029 -3.2219 -1.1242 -0.04 -0.22 -1.19
H -1.2666 2.3027 -1.9249 -0.86 0.58 -0.06
H -2.1564 2.9164 -0.3637 0.00 -0.17 -0.87
H -0.8704 3.9466 -1.1025 -0.55 -1.70 -0.12
```
Forces are in eV/Å.

Results of the natural (NBO) charge analysis, in e, for atoms 1 through 4:
1. C 0.144
2. C -0.002
3. C 0.274
4. C -0.411



Record 6
The ion C7H10N with charge +1 at a distorted geometry. Source: the Open Molecules 2025 dataset; level of theory: wB97M-V/def2-TZVPD.

- max |F| (eV/A) = 6.48
- calculated total energy (a.u.) = -326.976495
- multiplicity = 1
- charge = +1

XYZ file:
```
18
Properties=species:S:1:pos:R:3:forces:R:3
C 0.8091 0.1975 0.8436 -3.41 0.10 0.28
C -0.2124 -1.9378 -0.3814 1.40 6.12 1.60
C 1.1194 -1.0634 1.5640 -0.81 -0.49 -3.20
C 0.5266 -2.2633 0.7512 0.84 -0.64 1.16
C -0.8879 0.9221 -1.0970 0.36 -0.55 -2.77
C -0.0212 0.1382 -0.1924 1.20 -2.92 -0.35
C -0.6160 3.0214 -2.2677 -1.41 -2.01 -2.18
N -0.7640 2.3204 -1.2421 1.25 1.50 2.58
H 2.1409 -1.0898 1.4614 2.87 -0.73 0.09
H 0.9490 -1.1236 2.5779 -0.89 0.19 2.20
H -0.1077 -2.9552 1.3813 0.73 0.14 -0.41
H 1.3818 -2.8986 0.3237 -0.89 0.09 0.49
H -0.8087 0.4892 -2.1544 -0.71 -0.31 1.35
H -1.7816 0.7689 -0.5246 -1.49 -0.20 -0.71
H -0.7090 2.5411 -3.3380 0.56 0.88 1.62
H -0.6851 -2.5989 -1.0258 -0.91 -1.20 -1.32
H -0.6761 4.0990 -2.1821 0.39 0.10 -0.04
H 0.7414 1.1514 1.3857 0.92 -0.09 -0.39
```
Forces are in eV/Å.

Results of the natural (NBO) charge analysis, in e, for atoms 1 through 4:
1. C -0.241
2. C 0.337
3. C -0.421
4. C -0.626